Entry 1:
ORCA calculation (wB97M-V/def2-TZVPD) on a molecular structure, C34H33AsN7S6SbTcTe in a non-equilibrium geometry.

Orbital gap (spin up / spin down) = 6.474 / 6.497 eV
Relative energy (zero: lowest compared OMol25 entry of this formula, charge and spin) = 1.545 eV
LUMO level (spin up / spin down) = -8.914 / -8.861 eV
E = -6911.8081 hartree

The geometry in ORCA input format:
```
! RIJCOSX wB97M-V def2-TZVPD def2/J DEFGRID3
* xyz 3 1
Tc 0.366 1.015 0.627
N -0.477 2.351 4.512
C 0.474 2.200 3.605
N -0.101 1.696 2.517
C -1.432 1.566 2.851
N -1.697 1.959 4.057
C -2.336 1.025 1.834
C -3.708 0.929 1.970
N -4.476 0.510 0.967
C -3.862 0.162 -0.160
C -2.481 0.203 -0.289
N -1.712 0.649 0.701
H -0.386 2.697 5.456
H 1.521 2.448 3.734
H -4.188 1.206 2.903
H -4.485 -0.163 -0.986
H -1.984 -0.121 -1.192
S 3.887 4.844 0.583
As 5.119 5.030 2.547
S 2.755 1.756 0.606
S 2.336 3.648 1.191
S 4.193 3.908 3.937
N 0.377 1.206 -1.292
C 0.535 1.416 -2.435
N 0.711 1.640 -3.677
C -0.374 1.461 -4.690
C -0.519 2.735 -5.507
C 0.819 3.150 -6.122
C 1.873 3.342 -5.029
C 2.042 2.072 -4.210
H -1.297 1.209 -4.172
H -0.088 0.623 -5.327
H -0.887 3.537 -4.858
H -1.271 2.562 -6.276
H 0.694 4.077 -6.679
H 1.157 2.390 -6.833
H 1.574 4.161 -4.366
H 2.843 3.600 -5.455
H 2.725 2.203 -3.374
H 2.409 1.257 -4.837
S 1.176 -1.027 1.054
Sb 0.141 -3.226 0.903
C 0.725 -4.267 2.614
C 0.577 -5.650 2.567
C 0.953 -6.389 3.679
C 1.465 -5.748 4.802
C 1.608 -4.366 4.826
C 1.235 -3.608 3.726
C 1.313 -3.898 -0.701
C 2.688 -3.752 -0.514
C 3.552 -4.181 -1.510
C 3.048 -4.757 -2.670
C 1.678 -4.909 -2.842
C 0.797 -4.475 -1.859
C -1.946 -3.268 0.687
C -2.554 -3.987 -0.340
C -3.942 -4.083 -0.362
C -4.700 -3.479 0.632
C -4.080 -2.776 1.661
C -2.697 -2.663 1.693
H 0.184 -6.155 1.690
H 0.848 -7.466 3.665
H 1.757 -6.333 5.664
H 2.014 -3.878 5.703
H 1.351 -2.531 3.738
H 3.089 -3.318 0.394
H 4.621 -4.076 -1.373
H 3.727 -5.096 -3.442
H 1.289 -5.378 -3.738
H -0.264 -4.602 -2.014
H -1.978 -4.493 -1.100
H -4.425 -4.656 -1.146
H -5.780 -3.572 0.618
H -4.677 -2.329 2.449
H -2.216 -2.138 2.513
Te 0.457 4.335 -0.292
C 0.211 6.135 0.647
C -0.656 6.452 1.666
C -0.602 7.825 1.999
C 0.289 8.513 1.218
S 1.064 7.517 0.084
H -1.316 5.739 2.144
H -1.196 8.289 2.777
H 0.522 9.571 1.257
*
```

The computed Löwdin charges, all in e, follow:
1. Tc 0.73
2. N 0.09
3. C -0.10
4. N -0.07
5. C -0.29
6. N 0.19
7. C -0.18
8. C -0.03
9. N 0.14
10. C -0.07
11. C -0.09
12. N -0.04
13. H 0.19
14. H 0.10
15. H 0.14
16. H 0.13
17. H 0.11
18. S 0.02
19. As 0.46
20. S 0.06
21. S -0.38
22. S 0.00
23. N -0.08
24. C -0.21
25. N -0.03
26. C -0.10
27. C -0.16
28. C -0.18
29. C -0.16
30. C -0.09
31. H 0.13
32. H 0.14
33. H 0.12
34. H 0.13
35. H 0.12
36. H 0.13
37. H 0.12
38. H 0.13
39. H 0.13
40. H 0.14
41. S 0.18
42. Sb 1.48
43. C -0.37
44. C -0.11
45. C -0.05
46. C -0.04
47. C -0.05
48. C -0.13
49. C -0.37
50. C -0.14
51. C -0.05
52. C -0.04
53. C -0.05
54. C -0.11
55. C -0.37
56. C -0.10
57. C -0.04
58. C -0.04
59. C -0.07
60. C -0.14
61. H 0.11
62. H 0.12
63. H 0.12
64. H 0.12
65. H 0.08
66. H 0.09
67. H 0.12
68. H 0.12
69. H 0.12
70. H 0.08
71. H 0.08
72. H 0.12
73. H 0.12
74. H 0.12
75. H 0.10
76. Te 1.07
77. C -1.03
78. C -0.22
79. C -0.15
80. C -0.36
81. S 0.97
82. H 0.10
83. H 0.12
84. H 0.09

Entry 2:
ORCA calculation (wB97M-V/def2-TZVPD) on 3 unconnected molecules or ions with the total composition C5H12N2 in a non-equilibrium geometry.

Orbital gap = 7.715 eV
Relative energy (zero: lowest compared OMol25 entry of this formula, charge and spin) = 5.146 eV
LUMO level = 0.741 eV
E = -307.0402 hartree

The geometry in ORCA input format:
```
! RIJCOSX wB97M-V def2-TZVPD def2/J DEFGRID3
* xyz 0 1
C -0.006 0.989 -0.944
C 0.433 1.670 0.316
C -2.567 0.283 0.336
N -2.237 0.473 -0.790
H 0.774 0.642 -1.613
H -0.593 1.626 -1.591
H -3.516 0.199 0.851
H -1.275 -0.694 1.152
H -0.325 1.516 1.103
H 0.542 2.750 0.186
H 1.376 1.273 0.695
C 1.645 -1.447 -0.337
C 0.190 -1.158 -0.159
N -0.327 -1.183 1.088
H 0.302 -0.847 1.810
H -0.494 -1.519 -0.920
H 2.232 -1.126 0.525
H 2.043 -0.929 -1.215
H 1.801 -2.518 -0.490
*
```

The computed Löwdin charges, all in e, follow:
1. C -0.19
2. C -0.19
3. C -0.11
4. N 0.07
5. H 0.03
6. H 0.04
7. H 0.07
8. H 0.03
9. H 0.05
10. H 0.07
11. H 0.06
12. C -0.08
13. C -0.30
14. N 0.04
15. H 0.09
16. H 0.10
17. H 0.08
18. H 0.07
19. H 0.08

Entry 3:
ORCA calculation (wB97M-V/def2-TZVPD) on 3 unconnected molecules or ions with the total composition C19H31BrN3O4 in a non-equilibrium geometry.

Orbital gap = 6.106 eV
LUMO level = -4.762 eV
E = -3781.5558 hartree

The geometry in ORCA input format:
```
! RIJCOSX wB97M-V def2-TZVPD def2/J DEFGRID3
* xyz 1 1
C -2.444 0.768 1.004
C -1.251 0.041 0.451
O -0.373 -0.372 1.188
N -1.225 -0.169 -0.970
C -0.173 0.688 -1.599
C -0.832 1.715 -2.503
C 0.061 2.878 -2.973
C 1.198 3.305 -2.044
C 0.831 4.236 -0.937
C -0.503 4.339 -0.527
N -0.960 5.093 0.425
N -0.022 5.834 1.003
C 1.263 5.842 0.729
C 2.105 6.786 1.506
C 1.761 4.992 -0.271
C 3.210 4.906 -0.584
C 3.970 4.179 0.516
O 3.950 4.487 1.677
Br 5.004 2.638 -0.051
H -3.341 0.303 0.614
H -2.432 0.651 2.074
H -2.413 1.828 0.778
H -0.879 -1.120 -1.053
H 0.412 1.138 -0.803
H 0.488 0.071 -2.192
H -1.154 1.187 -3.390
H -1.750 2.061 -2.049
H -0.576 3.743 -3.130
H 0.488 2.671 -3.941
H 1.925 3.829 -2.652
H 1.740 2.473 -1.607
H -1.234 3.740 -1.031
H -0.359 6.454 1.728
H 1.718 7.788 1.344
H 3.126 6.780 1.181
H 2.056 6.568 2.564
H 3.676 5.857 -0.804
H 3.327 4.306 -1.470
C -0.816 -3.814 0.777
C -2.271 -4.160 0.589
O -2.701 -4.523 -0.481
C -3.163 -4.031 1.799
H -0.288 -3.955 -0.165
H -0.709 -2.776 1.094
H -0.374 -4.467 1.532
H -3.155 -3.001 2.162
H -2.810 -4.692 2.592
H -4.180 -4.307 1.531
C -1.215 -8.512 0.278
C -0.123 -7.948 1.151
O -0.375 -7.307 2.145
C 1.300 -8.218 0.728
H -2.185 -8.247 0.691
H -1.136 -8.104 -0.731
H -1.132 -9.599 0.231
H 1.480 -7.800 -0.264
H 1.484 -9.293 0.699
H 1.984 -7.760 1.438
*
```

The computed Löwdin charges, all in e, follow:
1. C 0.01
2. C -0.50
3. O 0.08
4. N 0.04
5. C -0.19
6. C -0.18
7. C -0.16
8. C -0.13
9. C -0.08
10. C -0.02
11. N 0.16
12. N 0.11
13. C -0.16
14. C 0.03
15. C -0.08
16. C -0.12
17. C -0.76
18. O 0.05
19. Br 0.78
20. H 0.09
21. H 0.08
22. H 0.07
23. H 0.11
24. H 0.10
25. H 0.13
26. H 0.12
27. H 0.10
28. H 0.12
29. H 0.12
30. H 0.13
31. H 0.13
32. H 0.11
33. H 0.19
34. H 0.11
35. H 0.08
36. H 0.11
37. H 0.15
38. H 0.07
39. C -0.02
40. C -0.51
41. O 0.06
42. C -0.02
43. H 0.08
44. H 0.05
45. H 0.08
46. H 0.08
47. H 0.09
48. H 0.08
49. C -0.02
50. C -0.51
51. O 0.05
52. C -0.02
53. H 0.08
54. H 0.09
55. H 0.09
56. H 0.08
57. H 0.09
58. H 0.08